Record 1
Formula: C3H5N2O
Source: the OMol25 dataset
Level of theory: ωB97M-V/def2-TZVPD

The geometry in ORCA input format:
```
! wB97M-V def2-TZVPD RIJCOSX def2/J DEFGRID3
* xyz 1 1
O 2.132 -0.447 0.231
C 0.814 -0.238 0.139
N 0.307 0.989 0.204
C -1.073 0.857 0.050
C -1.355 -0.437 -0.081
N -0.136 -1.132 -0.022
H 2.531 -0.091 -0.577
H 0.831 1.838 0.342
H -1.758 1.682 0.032
H -2.312 -0.896 -0.220
H 0.018 -2.126 -0.097
*
```

Computed properties:
* electronic energy: -8213.193 eV
* HOMO: -0.5454 Ha
* structure (SMILES): Oc1[nH]cc[nH+]1
* lowest unoccupied orbital energy: -3.5 eV
* energy above the lowest of the compared OMol25 structures with the same formula, charge and spin: 0.0 kJ/mol

In elementary charge units, the natural (NBO) charges are: atom 1 (O): -0.62, atom 2 (C): 0.71, atom 3 (N): -0.49, atom 4 (C): -0.05, atom 5 (C): -0.06, atom 6 (N): -0.48, atom 7 (H): 0.52, atom 8 (H): 0.46, atom 9 (H): 0.27, atom 10 (H): 0.27, atom 11 (H): 0.47



Record 2
Formula: C3H5N2O6S2
Source: the OMol25 dataset
Level of theory: ωB97M-V/def2-TZVPD

The geometry in ORCA input format:
```
! wB97M-V def2-TZVPD RIJCOSX def2/J DEFGRID3
* xyz -1 1
C 1.660 -1.651 -0.167
O 1.343 -0.673 0.802
C 1.841 0.596 0.518
S 0.625 1.709 -0.239
O 0.718 1.483 -1.662
O 1.008 3.017 0.245
N -0.789 1.362 0.395
S -1.517 -0.009 0.176
O -1.095 -0.795 -0.949
O -1.784 -0.703 1.404
N -3.062 0.631 -0.287
C -4.016 -0.094 -0.171
O -4.952 -0.786 -0.037
H 2.726 -1.907 -0.126
H 1.055 -2.526 0.055
H 1.402 -1.311 -1.173
H 2.182 1.085 1.429
H 2.654 0.570 -0.213
*
```

Computed properties:
* electronic energy: -40128.370 eV
* HOMO: -0.2257 Ha
* lowest unoccupied orbital energy: 3.4 eV

In elementary charge units, the natural (NBO) charges are: atom 1 (C): -0.25, atom 2 (O): -0.54, atom 3 (C): -0.33, atom 4 (S): 2.29, atom 5 (O): -0.98, atom 6 (O): -0.98, atom 7 (N): -1.24, atom 8 (S): 2.43, atom 9 (O): -0.95, atom 10 (O): -0.95, atom 11 (N): -0.79, atom 12 (C): 0.88, atom 13 (O): -0.53, atom 14 (H): 0.15, atom 15 (H): 0.20, atom 16 (H): 0.20, atom 17 (H): 0.20, atom 18 (H): 0.19



Record 3
Formula: C3H5N2OS
Source: the OMol25 dataset
Level of theory: ωB97M-V/def2-TZVPD

The geometry in ORCA input format:
```
! wB97M-V def2-TZVPD RIJCOSX def2/J DEFGRID3
* xyz 1 1
H 2.027 -0.132 1.657
N 1.291 -0.144 0.964
C 1.291 -1.002 0.058
O 0.308 -0.992 -0.865
C -0.719 -0.088 -0.722
S -2.071 -0.690 0.431
N -0.333 1.165 -0.212
C -0.456 2.294 0.008
H 1.999 -1.801 -0.170
H -1.149 0.067 -1.724
H -1.786 -1.975 0.226
H -0.402 3.298 0.348
*
```

Computed properties:
* electronic energy: -19044.958 eV
* HOMO: -0.5126 Ha
* structure (SMILES): [H]/N=C/O[C@@H](S)[N+]#C
* lowest unoccupied orbital energy: -5.1 eV
* energy above the lowest of the compared OMol25 structures with the same formula, charge and spin: 225.5 kJ/mol

In elementary charge units, the natural (NBO) charges are: atom 1 (H): 0.40, atom 2 (N): -0.70, atom 3 (C): 0.42, atom 4 (O): -0.46, atom 5 (C): 0.11, atom 6 (S): 0.03, atom 7 (N): -0.20, atom 8 (C): 0.47, atom 9 (H): 0.21, atom 10 (H): 0.27, atom 11 (H): 0.17, atom 12 (H): 0.30



Record 4
Formula: C3H5N2PS
Source: the OMol25 dataset
Level of theory: ωB97M-V/def2-TZVPD

The geometry in ORCA input format:
```
! wB97M-V def2-TZVPD RIJCOSX def2/J DEFGRID3
* xyz 0 1
C 0.563 1.224 -0.836
C 1.600 2.011 -1.168
C 2.271 0.067 0.197
N 0.969 0.139 -0.075
N 0.736 -2.261 1.266
P -0.025 -1.102 0.554
S 3.074 1.377 -0.515
H -0.473 1.360 -1.092
H 1.630 2.920 -1.735
H 0.064 -2.917 1.638
H -0.810 -1.314 -0.607
H -0.962 -0.290 1.235
*
```

Computed properties:
* electronic energy: -26293.464 eV
* HOMO: -0.3190 Ha
* lowest unoccupied orbital energy: 0.7 eV
* energy above the lowest of the compared OMol25 structures with the same formula, charge and spin: 182.9 kJ/mol

In elementary charge units, the natural (NBO) charges are: atom 1 (C): -0.07, atom 2 (C): -0.43, atom 3 (C): -0.17, atom 4 (N): -0.71, atom 5 (N): -1.23, atom 6 (P): 1.55, atom 7 (S): 0.43, atom 8 (H): 0.23, atom 9 (H): 0.24, atom 10 (H): 0.38, atom 11 (H): -0.11, atom 12 (H): -0.11



Record 5
Formula: C3H5N3
Source: the OMol25 dataset
Level of theory: ωB97M-V/def2-TZVPD

The geometry in ORCA input format:
```
! wB97M-V def2-TZVPD RIJCOSX def2/J DEFGRID3
* xyz 0 1
N 1.790 0.214 -0.403
C 0.494 0.061 -0.140
N -0.194 -0.294 -1.190
C -1.484 -0.395 -0.716
N -1.703 -0.145 0.526
C -0.388 0.195 1.063
H 2.500 0.398 0.310
H 1.746 -0.066 -1.385
H -2.272 -0.686 -1.408
H -0.106 -0.493 1.869
H -0.382 1.210 1.475
*
```

Computed properties:
* electronic energy: -7661.615 eV
* HOMO: -0.3228 Ha
* structure (SMILES): NC1=NC=NC1
* lowest unoccupied orbital energy: 0.8 eV
* energy above the lowest of the compared OMol25 structures with the same formula, charge and spin: 81.1 kJ/mol

In elementary charge units, the natural (NBO) charges are: atom 1 (N): -0.80, atom 2 (C): 0.45, atom 3 (N): -0.60, atom 4 (C): 0.24, atom 5 (N): -0.47, atom 6 (C): -0.35, atom 7 (H): 0.42, atom 8 (H): 0.44, atom 9 (H): 0.19, atom 10 (H): 0.24, atom 11 (H): 0.24



Record 6
Formula: C3H5N3
Source: the OMol25 dataset
Level of theory: ωB97M-V/def2-TZVPD

The geometry in ORCA input format:
```
! wB97M-V def2-TZVPD RIJCOSX def2/J DEFGRID3
* xyz 0 1
C 1.722 -0.084 -0.052
N 0.534 -0.897 -0.264
C -0.586 -0.351 -0.035
N -0.775 0.990 0.370
C -1.818 -1.121 -0.204
N -2.862 -1.607 -0.323
H 2.330 -0.580 0.715
H 2.312 -0.061 -0.976
H 1.506 0.941 0.274
H -0.742 1.643 -0.408
H -1.621 1.127 0.904
*
```

Computed properties:
* electronic energy: -7661.288 eV
* HOMO: -0.3811 Ha
* structure (SMILES): C/N=C(\N)C#N
* lowest unoccupied orbital energy: 0.5 eV
* energy above the lowest of the compared OMol25 structures with the same formula, charge and spin: 112.7 kJ/mol

In elementary charge units, the natural (NBO) charges are: atom 1 (C): -0.46, atom 2 (N): -0.34, atom 3 (C): 0.30, atom 4 (N): -0.85, atom 5 (C): 0.22, atom 6 (N): -0.28, atom 7 (H): 0.22, atom 8 (H): 0.21, atom 9 (H): 0.20, atom 10 (H): 0.39, atom 11 (H): 0.39



Record 7
Formula: C3H5N3
Source: the OMol25 dataset
Level of theory: ωB97M-V/def2-TZVPD

The geometry in ORCA input format:
```
! wB97M-V def2-TZVPD RIJCOSX def2/J DEFGRID3
* xyz 0 1
C -1.524 -0.273 -0.059
N -0.035 0.136 -0.011
C 0.961 1.340 0.062
N 2.169 0.881 0.105
N 2.127 -0.510 0.074
C 0.870 -0.870 0.010
H -1.769 -0.985 -0.878
H -2.170 0.592 -0.216
H -1.884 -0.771 0.866
H 0.597 2.383 0.070
H 0.669 -1.935 -0.024
*
```

Computed properties:
* electronic energy: -7660.615 eV
* HOMO: -0.3571 Ha
* structure (SMILES): Cn1cnnc1
* lowest unoccupied orbital energy: 0.7 eV
* energy above the lowest of the compared OMol25 structures with the same formula, charge and spin: 177.5 kJ/mol

In elementary charge units, the natural (NBO) charges are: atom 1 (C): -0.40, atom 2 (N): -0.42, atom 3 (C): 0.16, atom 4 (N): -0.27, atom 5 (N): -0.31, atom 6 (C): 0.17, atom 7 (H): 0.22, atom 8 (H): 0.22, atom 9 (H): 0.21, atom 10 (H): 0.22, atom 11 (H): 0.21



Record 8
Formula: C3H5N3
Source: the OMol25 dataset
Level of theory: ωB97M-V/def2-TZVPD

The geometry in ORCA input format:
```
! wB97M-V def2-TZVPD RIJCOSX def2/J DEFGRID3
* xyz 0 1
N -1.911 -0.436 0.042
C -0.555 -0.317 -0.081
C 0.141 0.958 -0.070
C 1.414 0.608 0.199
N 1.555 -0.786 -0.003
N 0.254 -1.334 -0.093
H -2.458 0.398 0.158
H -2.280 -1.295 0.414
H -0.261 1.920 -0.356
H 2.188 1.124 0.759
H 1.913 -0.839 -0.967
*
```

Computed properties:
* electronic energy: -7660.576 eV
* HOMO: -0.3121 Ha
* structure (SMILES): Nc1cc[nH]n1
* lowest unoccupied orbital energy: 1.0 eV
* energy above the lowest of the compared OMol25 structures with the same formula, charge and spin: 181.4 kJ/mol

In elementary charge units, the natural (NBO) charges are: atom 1 (N): -0.81, atom 2 (C): 0.33, atom 3 (C): -0.35, atom 4 (C): -0.01, atom 5 (N): -0.45, atom 6 (N): -0.34, atom 7 (H): 0.39, atom 8 (H): 0.40, atom 9 (H): 0.23, atom 10 (H): 0.22, atom 11 (H): 0.38



Record 9
Formula: C3H5N3
Source: the OMol25 dataset
Level of theory: ωB97M-V/def2-TZVPD

The geometry in ORCA input format:
```
! wB97M-V def2-TZVPD RIJCOSX def2/J DEFGRID3
* xyz 0 1
N -1.996 -0.223 0.116
C -0.614 -0.140 0.066
C 0.056 1.141 0.124
C 1.388 0.700 -0.151
N 1.399 -0.628 -0.180
N 0.186 -1.206 0.007
H -2.408 0.599 -0.315
H -2.314 -1.068 -0.333
H -0.216 0.810 1.232
H 2.306 1.247 -0.376
H 2.212 -1.232 -0.190
*
```

Computed properties:
* electronic energy: -7659.007 eV
* HOMO: -0.3076 Ha
* structure (SMILES): Nc1cc[nH]n1
* lowest unoccupied orbital energy: 0.9 eV
* energy above the lowest of the compared OMol25 structures with the same formula, charge and spin: 332.7 kJ/mol

In elementary charge units, the natural (NBO) charges are: atom 1 (N): -0.81, atom 2 (C): 0.32, atom 3 (C): -0.61, atom 4 (C): 0.05, atom 5 (N): -0.30, atom 6 (N): -0.36, atom 7 (H): 0.39, atom 8 (H): 0.39, atom 9 (H): 0.31, atom 10 (H): 0.22, atom 11 (H): 0.41



Record 10
Formula: C3H5N3
Source: the OMol25 dataset
Level of theory: ωB97M-V/def2-TZVPD

The geometry in ORCA input format:
```
! wB97M-V def2-TZVPD RIJCOSX def2/J DEFGRID3
* xyz 0 1
N -1.816 -0.083 0.309
C -0.456 0.094 -0.008
C 0.437 -0.954 -0.182
C 1.703 -0.320 0.044
N 1.583 0.983 0.211
N 0.255 1.233 0.118
H -1.836 -0.920 0.887
H -2.493 -0.195 -0.439
H -0.001 -1.250 -1.150
H 2.673 -0.767 0.253
H -0.048 2.180 -0.043
*
```

Computed properties:
* electronic energy: -7659.886 eV
* HOMO: -0.3228 Ha
* structure (SMILES): Nc1ccn[nH]1
* lowest unoccupied orbital energy: 0.9 eV
* energy above the lowest of the compared OMol25 structures with the same formula, charge and spin: 248.0 kJ/mol

In elementary charge units, the natural (NBO) charges are: atom 1 (N): -0.84, atom 2 (C): 0.34, atom 3 (C): -0.50, atom 4 (C): -0.02, atom 5 (N): -0.26, atom 6 (N): -0.36, atom 7 (H): 0.39, atom 8 (H): 0.38, atom 9 (H): 0.25, atom 10 (H): 0.21, atom 11 (H): 0.41